1.
Molecular formula: C23H27BN7O4PdS2
Method: DFT, wB97M-V/def2-TZVPD

Geometry as ORCA input:
```
! RIJCOSX wB97M-V def2-TZVPD def2/J DEFGRID3
* xyz -1 3
Pd -0.718 -1.116 0.378
C -1.130 -0.920 -3.337
C -1.425 0.314 -2.549
C -1.773 1.591 -3.025
C -1.915 2.379 -1.903
C -2.286 3.825 -1.806
N -1.676 1.604 -0.828
N -1.384 0.336 -1.225
B -1.622 2.020 0.661
N -2.627 1.164 1.461
N -2.606 -0.193 1.379
C -3.688 -0.635 2.013
C -4.052 -2.081 2.112
C -4.416 0.461 2.519
C -3.709 1.581 2.142
C -4.021 3.024 2.389
N -0.193 1.819 1.202
N 0.430 0.627 1.057
C 1.641 0.729 1.583
C 2.597 -0.418 1.584
C 1.811 2.035 2.083
C 0.625 2.691 1.820
C 0.241 4.106 2.118
H -1.580 -0.847 -4.328
H -1.515 -1.803 -2.832
H -0.054 -1.058 -3.451
H -1.892 1.899 -4.054
H -2.470 4.213 -2.807
H -1.492 4.418 -1.347
H -3.190 3.968 -1.210
H -1.924 3.181 0.767
H -3.418 -2.687 1.473
H -5.096 -2.220 1.826
H -3.934 -2.445 3.136
H -5.341 0.433 3.080
H -4.902 3.093 3.026
H -4.228 3.558 1.459
H -3.195 3.538 2.884
H 2.148 -1.283 1.103
H 2.854 -0.702 2.606
H 3.516 -0.152 1.056
H 2.686 2.447 2.565
H 1.058 4.594 2.647
H -0.654 4.159 2.741
H 0.039 4.668 1.204
O 0.009 -2.236 2.279
C -0.650 -3.274 2.000
O -1.426 -3.374 1.019
H -0.534 -4.147 2.657
O 4.281 0.373 -2.891
S 3.634 -0.854 -3.260
O 3.483 -1.144 -4.660
N 2.185 -1.012 -2.504
C 2.148 -2.057 -1.724
S 0.786 -2.651 -0.881
C 3.469 -2.795 -1.624
C 3.809 -3.875 -0.828
C 5.115 -4.352 -0.886
C 6.059 -3.761 -1.725
C 5.717 -2.676 -2.522
C 4.416 -2.219 -2.447
H 3.061 -4.318 -0.182
H 5.406 -5.194 -0.268
H 7.071 -4.147 -1.749
H 6.440 -2.205 -3.179
*
```

Summary:
**F_max**: 0.6 eV/A
**Kohn-Sham gap (alpha / beta)**: 7.49 / 7.68 eV
**LUMO (alpha / beta)**: 2.51 / 2.28 eV



2.
Molecular formula: C20H16ClF6NO9PS2
Method: DFT, wB97M-V/def2-TZVPD

Geometry as ORCA input:
```
! RIJCOSX wB97M-V def2-TZVPD def2/J DEFGRID3
* xyz -1 1
C 9.868 0.314 -0.798
C 8.427 1.033 -0.493
C 7.361 0.953 -1.779
Cl 7.766 -0.387 -2.993
C 5.861 0.771 -1.060
C 5.518 1.929 0.097
C 4.118 1.901 0.953
C 3.059 0.676 0.596
C 3.388 -0.485 -0.561
C 4.820 -0.461 -1.425
C 2.240 -1.653 -0.754
O 2.511 -2.907 -1.145
C 0.669 -1.201 -0.427
C -0.636 -1.835 -1.206
C -2.164 -1.320 -0.849
C -2.433 -0.160 0.297
C -1.152 0.507 1.107
C -1.514 1.680 2.204
P -1.068 3.362 1.336
O -0.052 4.239 2.193
O -2.579 4.186 0.982
O -0.340 2.965 -0.235
C 0.348 -0.032 0.723
C 1.655 0.638 1.485
O 1.645 1.153 2.722
H 10.270 0.443 -1.890
H 9.779 -0.844 -0.527
H 10.635 0.756 0.002
H 8.496 2.145 -0.123
H 7.908 0.398 0.363
H 7.315 2.031 -2.283
H 6.296 2.794 0.357
H 3.906 2.701 1.785
H 5.085 -1.270 -2.236
H -0.529 -2.640 -2.057
H -3.133 -1.731 -1.400
H -3.528 0.226 0.568
H -2.681 1.678 2.448
H -0.921 1.578 3.226
H -2.434 4.697 0.109
H 0.637 3.221 -0.213
C -7.256 0.024 -1.303
F -6.387 0.887 -1.908
F -7.988 0.772 -0.424
F -8.136 -0.374 -2.271
S -6.427 -1.385 -0.495
O -5.559 -0.771 0.513
O -5.718 -2.065 -1.582
N -7.739 -2.094 0.042
S -7.420 -3.430 0.834
O -6.762 -3.274 2.134
O -6.941 -4.561 0.037
C -9.144 -3.858 1.245
F -9.920 -4.024 0.131
F -9.761 -2.886 1.983
F -9.257 -5.012 1.964
*
```

Summary:
**F_max**: 8.2 eV/A
**Kohn-Sham gap**: 6.86 eV
**LUMO**: -0.17 eV



3.
Molecular formula: C4H5O2Yb
Method: DFT, wB97M-V/def2-TZVPD

Geometry as ORCA input:
```
! RIJCOSX wB97M-V def2-TZVPD def2/J DEFGRID3
* xyz 2 2
O -2.719 1.026 -0.411
C -1.689 1.003 0.289
C -1.137 -0.371 0.379
C 0.355 -0.490 0.355
C 1.130 -0.140 -0.688
O 2.448 -0.232 -0.755
Yb 4.464 -0.430 0.289
H -0.935 1.805 0.134
H -1.557 -0.812 1.298
H 0.837 -0.908 1.245
H 0.663 0.290 -1.589
H -1.858 -0.740 -0.545
*
```

Summary:
**F_max**: 6.2 eV/A
**Kohn-Sham gap (alpha / beta)**: 6.11 / 5.52 eV
**LUMO (alpha / beta)**: -10.25 / -10.75 eV



4.
Molecular formula: CsF2OP
Method: DFT, wB97M-V/def2-TZVPD

Geometry as ORCA input:
```
! RIJCOSX wB97M-V def2-TZVPD def2/J DEFGRID3
* xyz -1 2
P 1.404 -1.275 2.557
F 0.259 -0.287 3.362
O 1.589 -0.556 1.185
F -2.073 1.248 -2.685
Cs 0.600 0.689 -2.026
*
```

Summary:
**F_max**: 1.9 eV/A
**Kohn-Sham gap (alpha / beta)**: 3.48 / 7.09 eV
**LUMO (alpha / beta)**: 1.82 / 1.81 eV